The following is a quantum chemistry calculation of a structure of composition C6H8AgO6 in a non-equilibrium geometry, from OMol25.

HOMO-LUMO gap (spin up / spin down): 6.546 / 3.401 eV
net charge: +2
largest force on an atom: 2.98 eV/A
2S+1: 2
energy relative to the best compared isomer or geometry (same formula, charge and spin): 57.7 kJ/mol
LUMO level (spin up / spin down): -9.45 / -12.60 eV

Element x y z (Å)
H -0.540412 0.937638 0.267021
O -3.587684 -1.870745 1.086947
C -2.851013 -0.867907 1.214670
O -3.180638 0.109899 1.929334
O -1.636384 -0.916749 0.619545
Ag -5.004801 -0.875008 2.253021
C -0.689870 -0.026515 1.037993
C 0.631968 -0.194092 0.489885
C 1.793107 0.352113 1.183898
C 3.067387 0.572677 0.385260
O 3.533424 -0.678592 -0.103457
C 4.684028 -0.661548 -0.767980
O 5.356879 0.316388 -0.977069
O 4.981078 -1.901709 -1.121037
H -0.760818 0.271576 2.095694
H 0.777389 -0.968375 -0.274643
H 1.957750 -0.476716 1.919340
H 1.549173 1.243272 1.776836
H 3.821014 1.019899 1.043524
H 2.881224 1.254262 -0.454386
H 5.851015 -1.919201 -1.541222

Force components x, y, z for each atom (eV/Å):
H -0.741 -0.513 0.814
O -0.201 -0.089 -0.312
C 2.896 0.113 -0.691
O -0.045 0.048 -0.177
O -1.607 -0.592 -0.044
Ag -1.822 -0.079 0.829
C 2.214 1.181 -0.754
C -0.406 -1.729 1.803
C -0.001 0.371 -0.177
C 0.649 0.286 -0.378
O -1.715 -0.157 0.741
C 2.093 0.577 -0.734
O -0.795 -0.364 0.268
O -0.433 -0.252 0.150
H 0.002 0.505 -0.597
H -0.139 0.639 -0.501
H -0.018 0.087 -0.181
H 0.023 -0.197 0.004
H -0.160 0.006 -0.181
H 0.135 -0.008 0.198
H 0.073 0.164 -0.080

The following is a quantum chemistry calculation of the molecule H4NOPS2 in a non-equilibrium geometry, from OMol25.

HOMO-LUMO gap: 8.003 eV
largest force on an atom: 3.37 eV/A
energy relative to the best compared isomer or geometry (same formula, charge and spin): 192.7 kJ/mol
LUMO level: -0.28 eV
SMILES string: NP(O)SS

Element x y z (Å)
N 1.567696 1.108785 0.310748
P 0.951870 0.112455 -0.897959
O 1.464223 -1.345743 -0.419999
S -1.175325 0.416104 -0.043856
S -3.231516 -0.031074 -0.323851
H 1.042664 1.958050 0.320821
H 1.467283 0.656593 1.226827
H 0.885808 -1.935683 -0.808259
H -2.972699 -0.939487 0.635524

Force components x, y, z for each atom (eV/Å):
N -0.246 -1.812 0.438
P -0.573 0.809 -1.531
O 1.750 2.159 1.900
S 0.254 0.984 0.747
S 1.402 -0.673 0.006
H -0.149 0.877 -0.007
H 0.224 0.294 -0.106
H -1.773 -2.541 -1.275
H -0.889 -0.097 -0.172

The following is a quantum chemistry calculation of a structure of composition C21H29Br28F5INOP in a non-equilibrium geometry, from OMol25.

HOMO-LUMO gap: 7.494 eV
net charge: +1
largest force on an atom: 1.83 eV/A
LUMO level: -3.96 eV

Element x y z (Å)
C 1.408672 -1.515449 2.326677
C 0.336627 -0.433739 2.041464
C 0.721220 0.989502 2.509651
C 0.637396 2.091285 1.432561
C 2.000612 2.515907 0.833151
C 2.105813 2.608061 -0.695233
C 1.898969 1.292474 -1.445502
P 0.079768 1.335017 -2.029545
O 0.235395 2.702768 -2.928143
Br 0.020221 -0.245312 -3.606440
C 2.308476 0.008789 -0.754594
C 3.790520 -0.146011 -1.135276
C 3.833529 0.134461 -2.631201
I 5.764335 1.190794 -3.008033
C 3.784285 -1.039404 -3.647881
F 3.030033 -0.650445 -4.722711
F 5.022349 -1.374679 -4.085053
C 3.168823 -2.371270 -3.120763
F 3.241869 -3.272098 -4.135984
F 3.853135 -2.848279 -2.059514
F 1.871383 -2.219261 -2.774096
N 2.793844 1.218470 -2.752044
H 2.348014 -1.020935 2.566620
H 1.610635 -2.083786 1.420990
H 1.123240 -2.177514 3.128607
H -0.585061 -0.752363 2.516642
H 0.124468 -0.386259 0.977853
H 1.690553 1.005004 3.001800
H 0.008350 1.259882 3.285142
H -0.085169 1.781811 0.682117
H 0.211045 2.969342 1.906313
H 2.189061 3.529629 1.178403
H 2.813262 1.922768 1.244628
H 1.425748 3.384082 -1.039135
H 3.110028 2.969791 -0.919791
H 0.071057 2.541768 -3.868652
H 2.311719 0.026476 0.320943
H 1.695051 -0.805068 -1.128778
H 4.354323 0.661698 -0.678336
H 4.281412 -1.041898 -0.776573
H 2.323604 1.317721 -3.656104
H 3.342397 2.086370 -2.707948
C -2.144894 5.187021 1.090665
Br -1.573433 7.016543 1.195557
Br -1.521530 4.350565 -0.530433
Br -1.613583 4.180190 2.643157
H -3.224340 5.183298 1.054898
C 2.356372 -5.452631 -0.149846
Br 2.865956 -7.212689 -0.738296
Br 0.451414 -5.179673 -0.263185
Br 3.042444 -5.056944 1.604195
H 2.813254 -4.744372 -0.824088
C 3.265747 6.521049 -2.013782
Br 4.051264 4.920255 -2.749050
Br 1.363026 6.468838 -2.262998
Br 3.739713 6.730240 -0.165259
H 3.659180 7.367984 -2.556070
C -3.186971 8.198736 5.256433
Br -3.767490 10.019642 5.053681
Br -4.054460 7.035517 3.990651
Br -1.270281 8.046042 5.152903
H -3.481757 7.872973 6.242205
C -3.645694 -3.217105 -0.536935
Br -4.375958 -2.221225 0.941739
Br -1.990549 -2.446481 -1.169499
Br -3.466427 -5.093810 -0.146628
H -4.350531 -3.139907 -1.354266
C -3.680516 -4.017854 4.525051
Br -4.288331 -5.331919 5.788789
Br -3.111174 -2.399353 5.400449
Br -2.309167 -4.719397 3.373273
H -4.520986 -3.760866 3.896915
C -7.327631 -4.316827 -2.133955
Br -7.272979 -4.651188 -0.239735
Br -7.195105 -2.431027 -2.504577
Br -5.985534 -5.317465 -3.082269
H -8.289196 -4.649806 -2.494452
C 7.475732 -3.908410 -1.460721
Br 9.063903 -4.937334 -1.781237
Br 5.977075 -5.028399 -1.007575
Br 7.759470 -2.541797 -0.129371
H 7.230037 -3.402471 -2.382378
C -10.726401 -2.289282 0.780417
Br -9.084436 -1.381333 1.208674
Br -11.292866 -3.436895 2.216310
Br -12.106797 -1.052525 0.267242
H -10.526580 -2.920014 -0.072826

Force components x, y, z for each atom (eV/Å):
C -0.047 0.838 -0.768
C 0.593 -0.130 0.240
C -0.734 0.028 -0.013
C 0.645 -0.273 0.406
C -0.394 0.105 -0.124
C 0.601 -0.142 0.462
C -1.140 -0.640 -1.152
P -0.150 0.016 0.837
O 0.106 -0.341 -0.533
Br -0.153 0.455 -0.127
C 0.808 -0.181 -0.135
C -0.280 0.075 0.023
C 1.748 0.521 0.084
I -0.420 -0.173 -0.092
C -0.657 -0.016 -0.235
F 0.576 -0.157 0.456
F -0.711 0.155 0.283
C -0.263 -1.052 -0.641
F -0.160 0.817 1.212
F -0.526 0.327 -0.850
F 1.267 -0.460 -0.181
N 0.562 1.170 0.443
H 0.184 -0.105 0.289
H -0.121 -0.416 0.060
H 0.038 -0.233 0.186
H -0.238 0.098 -0.007
H -0.105 -0.138 -0.263
H 0.228 -0.047 -0.025
H -0.037 0.119 0.227
H -0.073 0.003 -0.227
H 0.278 -0.240 -0.354
H 0.197 0.144 0.038
H 0.122 -0.226 -0.018
H -0.065 0.024 -0.219
H 0.093 0.140 -0.006
H -0.155 0.244 0.044
H -0.640 0.197 0.322
H 0.045 -0.235 0.269
H -0.117 0.192 0.272
H -0.091 -0.297 -0.322
H -0.339 -0.699 0.045
H -0.091 0.058 -0.022
C 0.071 0.121 0.137
Br 0.103 -0.078 -0.104
Br -0.003 -0.009 -0.127
Br -0.630 0.477 0.273
H -0.031 -0.031 -0.001
C -0.039 -0.016 -0.003
Br -0.004 0.093 0.038
Br 0.089 0.019 0.052
Br -0.055 -0.027 -0.008
H 0.036 -0.026 -0.044
C -0.301 -0.087 0.213
Br 0.387 -0.026 -0.261
Br -0.053 0.089 0.055
Br -0.015 -0.012 -0.034
H 0.059 -0.036 -0.080
C 0.043 0.069 -0.054
Br 0.029 -0.061 -0.009
Br -0.135 -0.006 0.105
Br -0.029 -0.005 0.000
H -0.011 -0.023 0.027
C -0.136 -0.122 -0.010
Br 0.106 -0.039 -0.040
Br -0.052 0.000 0.052
Br 0.158 0.161 -0.032
H -0.032 0.052 -0.005
C -0.001 -0.028 0.004
Br 0.025 0.038 -0.029
Br 0.003 -0.008 -0.034
Br 0.076 0.031 0.094
H -0.014 0.012 -0.026
C 0.017 0.000 0.048
Br -0.078 -0.033 -0.071
Br 0.021 -0.008 0.011
Br -0.018 0.044 0.018
H -0.028 -0.003 -0.021
C 0.000 -0.019 -0.044
Br -0.061 0.045 0.050
Br 0.092 -0.114 0.037
Br -0.037 0.017 -0.022
H 0.001 0.013 -0.033
C -0.023 -0.005 0.027
Br 0.009 0.033 0.009
Br 0.021 0.029 -0.035
Br 0.039 -0.030 0.018
H 0.018 -0.019 -0.024

Which formula does entry 2 have? H4NOPS2